# 1
2 unconnected molecules or ions with the total composition C5H12N2. Source: the Open Molecules 2025 dataset; level of theory: wB97M-V/def2-TZVPD.

```
19
Properties=species:S:1:pos:R:3:forces:R:3:mulliken_charge:R:1
C -1.457602 -0.045524 0.846437 -2.06 -0.48 1.70 -0.0396
C -0.565303 -0.723690 0.214165 1.29 1.82 -1.84 0.2987
C -2.125828 1.310480 0.823845 -0.07 -1.38 -1.39 -1.2652
C -0.055728 -2.061440 0.112631 1.65 0.75 2.06 -1.1309
C 1.581066 1.210363 -0.002521 -0.38 -0.65 -2.99 -0.8285
N 1.537706 -0.349176 -1.729003 1.32 -0.83 -0.45 -0.4435
N 0.811832 0.565308 -1.103476 -1.81 -0.15 2.45 -0.1232
H -2.018281 -0.612892 1.633909 0.49 -0.17 -0.35 0.2495
H -1.841453 1.805802 1.705831 0.63 1.35 0.83 0.3349
H -3.182051 1.104813 0.974845 -0.24 0.05 -0.19 0.3852
H -2.026498 1.825748 -0.129565 0.37 0.39 0.31 0.3156
H 0.488686 -2.312556 1.065972 -0.67 -0.24 -0.78 0.2143
H 0.693608 -2.115491 -0.644914 0.96 0.15 -0.89 0.3422
H -0.776816 -2.752612 -0.169363 -1.50 -1.46 -0.09 0.3740
H 1.168124 1.154485 0.943703 -0.87 -0.68 1.82 0.2758
H 2.564534 0.810978 -0.079221 1.15 -0.01 0.59 0.3666
H 1.544318 2.227324 -0.273001 0.53 1.55 -0.20 0.2572
H 2.573731 -0.434520 -1.601077 -1.49 0.14 -0.28 0.1948
H 1.085952 -0.607406 -2.589203 0.69 -0.16 -0.32 0.2219
```
Forces are in eV/Å.

Values from the calculation:
Charge: 0
HOMO (spin up / spin down), eV: -6.86 / -6.61
Frontier orbital gap (spin up / spin down), eV: 7.8 / 7.7
Electronic energy, a.u.: -307.019118
Spin multiplicity: 1
Energy relative to the best compared isomer or geometry (same formula, charge and spin), kcal per mole: 131.9

***

# 2
A gas-phase ion, C5H12N2 (charge +1). Source: the Open Molecules 2025 dataset; level of theory: wB97M-V/def2-TZVPD.

```
19
Properties=species:S:1:pos:R:3:forces:R:3:mulliken_charge:R:1
C -2.346948 -0.505166 0.919344 -1.48 1.65 -1.19 -1.2586
C -0.905153 0.017003 0.700491 -1.87 2.27 1.10 0.5444
C -0.718335 0.791641 -0.729778 -0.71 -4.29 -0.51 -0.8004
C 0.809814 0.644065 -1.125219 -1.52 -0.67 -2.15 -0.6190
C 2.604579 -1.056186 -1.076484 -2.46 1.76 -2.05 -0.2828
N 1.348833 -0.753528 -0.918430 1.74 1.53 0.51 -0.2201
N -0.474952 0.800211 1.904996 1.09 -3.56 -0.25 -0.4941
H -2.274299 -1.540462 1.156434 -0.28 -0.84 0.50 0.3551
H -3.009537 0.067648 1.641174 1.34 -0.70 -0.40 0.3564
H -2.998556 -0.441549 -0.026870 1.31 -0.21 1.12 0.3326
H -0.266131 -0.857704 0.545851 1.37 -0.66 -0.20 0.2975
H -0.940797 1.747635 -0.415269 -0.48 2.44 -0.06 0.3488
H -1.675282 0.331121 -1.384086 3.29 1.31 1.27 0.3899
H 1.262362 1.390449 -0.524079 1.07 0.34 0.83 0.4115
H 1.039470 0.956137 -2.214332 -0.66 -0.62 1.52 0.4305
H 3.331749 -0.366465 -1.689276 -1.17 -1.20 1.57 0.2618
H 2.797884 -2.099657 -0.934894 0.73 -0.39 0.38 0.3152
H 0.538434 0.916132 2.025005 -0.05 0.82 -1.05 0.3001
H -0.586207 0.221797 2.784257 -1.26 1.01 -0.95 0.3313
```
Forces are in eV/Å.

Values from the calculation:
<S²>: 0.758
Charge: +1
HOMO (spin up / spin down), eV: -14.78 / -13.85
Frontier orbital gap (spin up / spin down), eV: 11.3 / 5.3
Electronic energy, a.u.: -306.797154
Spin multiplicity: 2
Energy relative to the best compared isomer or geometry (same formula, charge and spin), kcal per mole: 96.7

***

# 3
A gas-phase ion, C5H12N2 (charge +1). Source: the Open Molecules 2025 dataset; level of theory: wB97M-V/def2-TZVPD.

```
19
Properties=species:S:1:pos:R:3:forces:R:3:mulliken_charge:R:1
N -1.528362 1.149357 -1.155279 0.79 -0.57 0.36 -0.6272
C -0.455787 0.311568 -0.574967 -1.04 1.18 0.93 0.0041
C 0.503533 1.318342 0.085121 -0.01 -0.69 -0.62 -0.9027
C 1.761417 0.787088 0.605893 0.30 0.97 -0.22 0.0818
C 2.276925 -0.474993 0.362393 -0.73 -0.43 -0.10 -0.4378
C -0.956198 -0.629359 0.547583 0.86 -0.90 -0.03 -0.5835
N -0.756688 -2.040628 0.159635 -0.37 0.34 1.75 -0.5685
H -1.788264 0.864560 -2.086992 -0.22 -0.04 0.03 0.2633
H -2.305530 1.096934 -0.515914 -0.47 0.22 -0.38 0.2571
H 0.030364 -0.251433 -1.368897 0.17 -0.05 0.01 0.5451
H -0.012453 1.885989 0.867996 -0.05 -0.04 0.12 0.3491
H 0.746427 2.136693 -0.619898 0.30 0.05 0.04 0.4396
H 2.360069 1.544801 1.113033 0.21 -0.32 0.25 0.4267
H 1.898253 -1.006811 -0.503078 0.07 -0.12 -0.11 0.2780
H 2.933710 -1.046664 1.003619 0.27 0.35 0.17 0.3334
H -1.967327 -0.421706 0.897444 -0.23 0.24 -0.44 0.4466
H -0.344432 -0.477577 1.444652 -0.02 0.06 0.00 0.2296
H -0.881464 -2.143410 -0.800381 -0.16 -0.10 -2.09 0.2000
H -1.514192 -2.602754 0.538036 0.33 -0.14 0.33 0.2654
```
Forces are in eV/Å.

Values from the calculation:
<S²>: 0.755
Charge: +1
HOMO (spin up / spin down), eV: -13.35 / -13.29
Frontier orbital gap (spin up / spin down), eV: 8.2 / 4.8
Electronic energy, a.u.: -306.837308
Spin multiplicity: 2
Energy relative to the best compared isomer or geometry (same formula, charge and spin), kcal per mole: 71.5

***

# 4
A gas-phase ion, C5H12N2 (charge +2). Source: the Open Molecules 2025 dataset; level of theory: wB97M-V/def2-TZVPD.

```
19
Properties=species:S:1:pos:R:3:forces:R:3:mulliken_charge:R:1
C -1.921352 -0.492174 -1.324804 2.42 1.72 0.63 -0.6193
C -1.197110 0.627023 -0.281989 -2.53 -1.54 2.36 -0.5941
C 0.335507 0.430948 -0.202477 -0.42 0.70 -0.44 -0.4212
C 1.139438 0.498295 0.893363 -1.60 -0.37 -0.57 0.0848
N 2.502535 0.669894 0.668728 2.90 1.29 -0.18 -0.0320
C 3.349180 1.176055 1.530483 -2.10 -1.04 0.90 -0.0346
N -2.192999 -1.793101 -0.659224 2.43 -1.73 -1.53 -0.3056
H -1.117554 -0.612192 -2.058360 -0.58 -0.38 -0.24 0.3760
H -2.857100 -0.246988 -1.818636 0.14 0.71 0.20 0.3901
H -1.579754 0.438824 0.869793 0.54 0.44 -2.82 0.3240
H -1.660434 1.670980 -0.531565 1.57 -1.76 0.20 0.3521
H 0.806794 0.303327 -1.212163 -0.09 0.46 0.99 0.2215
H 0.952781 0.387978 1.975468 -0.70 0.49 -0.78 0.3444
H 2.814622 0.619180 -0.308038 0.09 -0.46 0.28 0.3184
H 4.434694 1.238717 1.387449 -0.57 0.25 -0.40 0.3073
H 2.852840 1.418561 2.514863 1.10 -0.21 -0.92 0.2248
H -1.372089 -2.184589 -0.164302 -0.14 0.34 -0.29 0.3358
H -2.469420 -2.580541 -1.327799 -0.25 1.39 1.07 0.3888
H -2.820578 -1.570199 0.049207 -2.20 -0.31 1.54 0.3390
```
Forces are in eV/Å.

Values from the calculation:
Charge: +2
HOMO, eV: -18.05
Frontier orbital gap, eV: 9.3
Structure (SMILES): C=[NH+]/C=C/CC[NH3+]
Electronic energy, a.u.: -306.517928
Spin multiplicity: 1
Energy relative to the best compared isomer or geometry (same formula, charge and spin), kcal per mole: 33.2

***

# 5
A gas-phase ion, C5H12N2 (charge +3). Source: the Open Molecules 2025 dataset; level of theory: wB97M-V/def2-TZVPD.

```
19
Properties=species:S:1:pos:R:3:forces:R:3:mulliken_charge:R:1
C 1.609509 -1.638511 -0.555323 0.44 -3.13 2.17 -0.4614
C 1.079814 -0.272640 -0.900391 -0.50 1.79 -1.37 -0.6801
C 0.418782 0.469893 0.219752 4.74 -1.82 -0.71 -0.3278
C -0.850592 0.854168 0.264554 -3.73 3.33 1.63 0.1270
N -1.247772 1.727619 1.335899 4.12 -3.76 -0.40 0.0495
C -2.207001 2.529380 1.437625 -3.60 3.81 0.24 0.0608
N 0.858410 -2.843460 -1.372406 3.36 1.37 -0.03 -0.3454
H 2.728869 -1.778175 -0.742575 -1.72 0.23 0.19 0.3858
H 1.385264 -1.827797 0.558297 0.69 -0.20 -1.74 0.3771
H 1.940833 0.297513 -1.416141 -0.90 -0.07 1.23 0.4070
H 0.344822 -0.239441 -1.689064 -0.28 -0.58 -0.67 0.5407
H 1.033329 0.731579 1.049467 0.69 0.05 0.84 0.4095
H -1.526692 0.788796 -0.514329 -1.54 -0.48 -1.64 0.4379
H -0.521991 1.634658 2.073228 -0.69 0.92 0.20 0.3245
H -2.208867 3.321786 2.257366 0.06 -1.31 -0.62 0.3181
H -3.068121 2.641078 0.710451 1.09 -0.53 0.47 0.2957
H 0.338733 -2.370755 -2.086671 -0.68 -0.42 -0.88 0.3423
H 1.604027 -3.440549 -1.799858 -0.17 0.92 -0.36 0.3880
H 0.372251 -3.601551 -0.941923 -1.39 -0.12 1.45 0.3511
```
Forces are in eV/Å.

Values from the calculation:
<S²>: 0.755
Charge: +3
HOMO (spin up / spin down), eV: -25.36 / -25.50
Frontier orbital gap (spin up / spin down), eV: 11.1 / 7.3
Electronic energy, a.u.: -305.858477
Spin multiplicity: 2
Energy relative to the best compared isomer or geometry (same formula, charge and spin), kcal per mole: 12.2

***

# 6
C5H12N2O in the gas phase. Source: the Open Molecules 2025 dataset; level of theory: wB97M-V/def2-TZVPD.

```
20
Properties=species:S:1:pos:R:3:forces:R:3:mulliken_charge:R:1
C 1.445656 -1.494648 0.150309 3.12 -2.14 5.69 -0.9047
C 0.573868 -1.096948 -0.921357 -4.96 0.66 0.57 -0.4870
C -2.432057 -0.511997 0.601461 -1.92 0.91 0.41 -0.4849
C 0.002438 1.314902 -0.188282 1.20 -0.74 0.05 0.5775
C 1.442140 1.693139 0.317157 -0.94 1.54 -1.98 -1.3214
H 2.141200 -0.664490 0.518046 -0.48 -1.08 -1.44 0.1926
H 2.087619 -2.446630 -0.038102 -1.05 1.67 0.25 0.3048
H 0.995130 -1.576501 1.305526 0.22 -0.53 -3.31 0.2281
H 1.146688 -0.638304 -1.671012 0.53 0.33 -1.66 0.3040
H -0.298926 -1.798108 -1.311754 2.53 0.83 0.60 0.3272
H -1.969875 -1.335299 1.323389 -1.20 1.86 -1.63 0.2072
H -3.401976 -0.745275 0.015489 1.22 -0.54 1.67 0.2473
H -2.718998 0.520174 1.071623 0.90 -1.97 0.05 0.2425
H 1.500400 2.803337 0.179527 -0.03 -0.93 0.23 0.3205
H 1.746223 1.454698 1.301940 -0.50 -0.37 1.32 0.3630
H 2.266811 1.270776 -0.274176 -0.57 0.02 -0.41 0.3504
H -1.648648 1.406012 -1.057461 1.85 2.90 2.06 0.4026
N -0.313693 -0.048972 -0.285262 1.21 -0.57 0.93 0.4028
N -0.909181 2.119900 -0.506851 -1.73 -0.38 -1.91 -0.7887
O -1.654821 -0.225769 -0.530201 0.60 -1.46 -1.49 -0.4838
```
Forces are in eV/Å.

Values from the calculation:
Charge: 0
HOMO, eV: -8.69
Frontier orbital gap, eV: 9.6
Structure (SMILES): [H]/N=C(/C)N(CC)OC
Electronic energy, a.u.: -382.285995
Spin multiplicity: 1
Energy relative to the best compared isomer or geometry (same formula, charge and spin), kcal per mole: 135.9

***

# 7
2 unconnected molecules or ions with the total composition C5H12N2O. Source: the Open Molecules 2025 dataset; level of theory: wB97M-V/def2-TZVPD.

```
20
Properties=species:S:1:pos:R:3:forces:R:3:mulliken_charge:R:1
C 1.917348 1.370196 -0.228990 0.02 -0.04 -0.07 -0.7682
C 0.914551 -0.745429 -0.293827 1.11 -0.99 0.22 0.4099
N 0.473532 -1.859831 0.663572 0.29 0.01 -0.17 -0.2786
O 1.563281 0.167936 0.468369 -0.58 -0.21 -0.31 -0.3704
N 1.159857 -0.943836 -1.523795 -0.37 0.36 0.56 -0.7199
H 0.668862 -2.792736 0.301654 0.11 0.13 -0.03 0.3046
H 0.884588 -1.735696 1.587552 0.14 0.04 -0.12 0.3223
H 0.639348 -1.711301 -1.931323 0.04 -0.08 0.10 0.2402
H 2.344478 2.032242 0.520761 -0.05 -0.04 -0.03 0.2450
H 1.023664 1.810812 -0.676004 0.02 -0.04 0.04 0.3172
H 2.643957 1.156826 -1.012940 -0.04 -0.02 0.05 0.3371
C -1.525600 0.873861 1.220773 -0.20 0.12 0.00 -1.0949
C -1.239790 -0.025744 0.047535 -0.23 -0.53 0.49 0.1505
C -1.860166 0.114654 -1.119510 -0.04 0.14 0.09 -0.8209
H -0.615145 -1.406883 0.612699 -0.20 1.07 -0.75 0.4125
H -2.401564 1.519606 1.081708 0.01 0.01 -0.04 0.4048
H -1.687326 0.291672 2.135545 -0.02 0.05 -0.03 0.2555
H -0.668949 1.523129 1.428838 0.01 -0.03 -0.01 0.1831
H -1.598796 -0.498938 -1.979036 0.00 -0.02 -0.01 0.1812
H -2.636129 0.859463 -1.303581 -0.02 0.06 0.01 0.2890
```
Forces are in eV/Å.

Values from the calculation:
Charge: 0
HOMO, eV: -7.38
Frontier orbital gap, eV: 8.0
Electronic energy, a.u.: -382.298925
Spin multiplicity: 1
Energy relative to the best compared isomer or geometry (same formula, charge and spin), kcal per mole: 127.8

***

# 8
A molecular structure, C5H12N2O. Source: the Open Molecules 2025 dataset; level of theory: wB97M-V/def2-TZVPD.

```
20
Properties=species:S:1:pos:R:3:forces:R:3:mulliken_charge:R:1
C 0.835876 -2.001812 -0.079518 0.05 0.06 -0.11 -1.3172
C -0.076297 -0.946028 0.426759 -0.35 0.20 -0.08 0.8160
N -2.446296 -0.218785 -1.082251 0.16 0.00 0.03 -0.4397
O -1.092975 -0.582538 -1.237558 0.14 0.02 0.34 -0.4851
N -0.718049 -0.914511 1.483517 0.16 0.10 -0.36 -0.6776
H -2.616336 -0.064348 -0.082665 0.05 -0.08 -0.07 0.1913
H -2.981020 -1.050552 -1.326390 0.06 0.05 0.06 0.2616
H -1.313771 -0.126749 1.708461 0.04 0.02 -0.04 0.2387
H 0.302239 -2.952066 -0.033405 -0.01 0.07 0.01 0.3687
H 1.120843 -1.813133 -1.110666 -0.02 0.02 0.02 0.2946
H 1.726740 -2.052120 0.548053 -0.06 0.03 -0.01 0.3449
C 0.088684 1.975610 0.756765 0.01 -0.01 0.00 -1.4679
C 0.666237 0.888492 -0.111485 0.31 -0.01 0.11 0.7369
C 1.937291 0.909762 -0.530121 -0.28 -0.03 0.11 -0.8099
H -0.211792 0.315905 -0.855702 -0.22 -0.36 0.02 0.3387
H 0.667885 2.898249 0.676433 -0.01 -0.06 -0.01 0.4498
H 0.087090 1.684199 1.810926 0.00 -0.01 -0.04 0.3019
H -0.942166 2.205737 0.473292 0.03 -0.01 0.00 0.3357
H 2.352091 0.116171 -1.140680 -0.03 -0.01 0.00 0.2252
H 2.613726 1.728519 -0.293762 -0.05 -0.01 0.02 0.2934
```
Forces are in eV/Å.

Values from the calculation:
Charge: 0
HOMO (spin up / spin down), eV: -8.39 / -8.39
Frontier orbital gap (spin up / spin down), eV: 8.6 / 8.6
Electronic energy, a.u.: -382.240108
Spin multiplicity: 1
Energy relative to the best compared isomer or geometry (same formula, charge and spin), kcal per mole: 164.7